The following is a quantum chemistry calculation of a molecular structure, C44H72GeN6NaP3S, from the OMol25 dataset.

Summary:
Energy relative to the best compared isomer or geometry (same formula, charge and spin) = 0.6712 eV
Expectation value of S² = 0.771
Orbital gap (spin up / spin down) = 7.57 / 5.13 eV
Net charge = +1
Strongest force on any atom = 1.32 eV/Å
Total energy = -155368.0311 eV
LUMO level (spin up / spin down) = -1.68 / -4.04 eV
Spin multiplicity = 2

Last column: Löwdin charge in e.
Element x y z (Å)
Na: 0.521 -0.144 1.433  -0.16
C: 2.517 3.562 3.610  -0.11
C: 2.625 3.708 2.082  -0.55
C: 4.081 3.485 1.653  -0.11
P: 1.485 2.516 1.230  1.05
C: 2.109 2.667 -0.533  -0.36
N: 1.276 2.088 -1.582  -0.16
Ge: 0.490 0.270 -1.431  1.11
N: -1.783 -0.100 -1.878  -0.09
C: -2.600 -0.879 -0.966  -0.39
P: -1.827 -2.474 -0.287  1.08
C: -3.290 -3.287 0.579  -0.56
C: -3.102 -3.302 2.096  -0.13
C: -4.671 -2.720 0.239  -0.12
C: -1.704 -3.690 -1.699  -0.55
C: -2.996 -3.991 -2.462  -0.10
C: -0.553 -3.410 -2.682  -0.10
C: -1.960 -0.377 -3.211  -0.28
C: -3.108 -0.983 -3.757  -0.05
C: -3.188 -1.287 -5.101  -0.07
C: -2.112 -1.027 -5.942  -0.07
C: -0.989 -0.385 -5.434  -0.01
C: -0.932 -0.016 -4.100  -0.18
N: 0.177 0.755 -3.518  -0.05
C: -0.086 2.219 -3.507  -0.17
C: -0.852 2.873 -4.452  -0.02
C: -0.842 4.263 -4.502  -0.08
C: -0.016 4.953 -3.627  -0.07
C: 0.724 4.288 -2.653  -0.04
C: 0.656 2.894 -2.527  -0.24
C: 1.497 0.485 -4.156  -0.16
C: 1.890 1.063 -5.350  -0.02
C: 3.095 0.700 -5.937  -0.08
C: 3.892 -0.246 -5.305  -0.07
C: 3.528 -0.775 -4.073  -0.02
C: 2.331 -0.385 -3.453  -0.24
N: 1.942 -0.775 -2.179  -0.20
C: 2.976 -1.457 -1.406  -0.38
P: 2.620 -1.650 0.395  1.04
C: 4.331 -1.760 1.110  -0.54
C: 5.434 -2.265 0.179  -0.11
C: 4.711 -0.388 1.687  -0.14
C: 1.953 -3.380 0.539  -0.56
C: 2.896 -4.510 0.132  -0.11
C: 1.434 -3.603 1.969  -0.12
C: -0.174 3.380 1.165  -0.54
C: -0.216 4.772 0.539  -0.09
C: -0.823 3.428 2.556  -0.14
H: 3.324 4.120 4.095  0.08
H: 2.611 2.514 3.908  0.07
H: 1.575 3.939 4.009  0.06
H: 2.327 4.713 1.790  0.10
H: 4.406 2.463 1.877  0.06
H: 4.726 4.165 2.216  0.08
H: 4.253 3.678 0.592  0.07
H: 3.075 2.154 -0.521  0.07
H: 2.316 3.716 -0.722  0.08
H: -3.536 -1.169 -1.437  0.04
H: -2.832 -0.294 -0.072  0.07
H: -3.246 -4.320 0.235  0.09
H: -3.057 -2.290 2.483  0.04
H: -2.181 -3.813 2.390  0.07
H: -3.945 -3.817 2.576  0.08
H: -4.779 -1.695 0.613  0.08
H: -5.442 -3.328 0.725  0.09
H: -4.885 -2.718 -0.833  0.06
H: -1.439 -4.590 -1.133  0.10
H: -3.337 -3.116 -3.020  0.04
H: -3.803 -4.334 -1.813  0.06
H: -2.804 -4.785 -3.195  0.09
H: -0.855 -2.685 -3.446  0.06
H: -0.277 -4.334 -3.204  0.09
H: 0.341 -3.019 -2.191  0.04
H: -3.961 -1.184 -3.121  0.10
H: -4.092 -1.736 -5.496  0.11
H: -2.151 -1.294 -6.993  0.11
H: -0.160 -0.170 -6.092  0.11
H: -1.437 2.307 -5.167  0.12
H: -1.434 4.788 -5.244  0.11
H: 0.050 6.034 -3.692  0.11
H: 1.361 4.869 -1.998  0.10
H: 1.261 1.810 -5.824  0.12
H: 3.402 1.151 -6.875  0.11
H: 4.820 -0.566 -5.767  0.11
H: 4.181 -1.491 -3.589  0.10
H: 3.914 -0.893 -1.468  0.08
H: 3.182 -2.450 -1.818  0.08
H: 4.228 -2.460 1.943  0.10
H: 5.723 -1.496 -0.542  0.08
H: 5.155 -3.163 -0.375  0.06
H: 6.322 -2.501 0.772  0.09
H: 4.747 0.365 0.889  0.06
H: 5.702 -0.423 2.152  0.09
H: 3.993 -0.049 2.436  0.06
H: 1.093 -3.379 -0.134  0.06
H: 3.754 -4.572 0.806  0.08
H: 3.265 -4.405 -0.891  0.07
H: 2.365 -5.465 0.188  0.08
H: 2.258 -3.601 2.692  0.08
H: 0.931 -4.571 2.050  0.08
H: 0.719 -2.834 2.275  0.04
H: -0.764 2.706 0.538  0.09
H: 0.513 5.450 0.996  0.08
H: -1.207 5.212 0.700  0.09
H: -0.044 4.746 -0.530  0.04
H: -0.338 4.178 3.182  0.07
H: -0.783 2.471 3.077  0.00
H: -1.875 3.728 2.460  0.08
C: -4.723 2.497 4.867  -0.07
C: -4.726 1.226 4.022  -0.23
N: -3.396 0.825 3.566  0.00
C: -2.473 0.182 4.301  -0.79
S: -0.932 -0.117 3.655  0.68
N: -2.852 -0.216 5.524  0.02
C: -2.011 -0.928 6.503  -0.24
C: -1.149 0.006 7.342  -0.08
H: -5.740 2.744 5.181  0.08
H: -4.329 3.337 4.292  0.08
H: -4.106 2.385 5.763  0.07
H: -5.333 1.372 3.133  0.12
H: -5.176 0.394 4.567  0.11
H: -3.044 1.217 2.713  0.11
H: -3.734 0.124 5.869  0.12
H: -1.392 -1.629 5.956  0.09
H: -2.687 -1.496 7.141  0.12
H: -0.438 0.536 6.709  0.06
H: -0.591 -0.567 8.087  0.08
H: -1.766 0.740 7.868  0.08